(1)
C38H28N3O3PRu as an isolated structure. Source: the OMol25 dataset; level of theory: the ωB97M-V functional and the def2-TZVPD basis.

Results
maximum force: 0.7 eV/Å
multiplicity: 5
HOMO level (spin up / spin down): -14.0 / -14.0 eV
charge: +2
⟨S²⟩: 6.051
lowest unoccupied orbital energy (spin up / spin down): -0.204 / -0.323 Ha
gap between HOMO and LUMO (spin up / spin down): 8.44 / 5.22 eV

Each line ends with the Mulliken spin population.
Geometry (Å):
Ru: -0.215 0.347 -0.534  3.048
O: -1.575 0.028 3.279  0.032
C: -1.291 -0.113 2.123  0.020
N: -0.168 0.362 1.459  0.017
C: 0.788 1.159 2.070  0.008
O: 0.846 1.487 3.223  0.034
C: 1.821 1.623 1.067  0.049
C: 2.916 2.355 1.475  -0.008
C: 3.838 2.758 0.520  0.017
C: 3.635 2.410 -0.808  -0.005
C: 2.516 1.674 -1.146  0.048
N: 1.620 1.296 -0.224  -0.058
C: -2.197 -0.866 1.173  0.033
C: -3.356 -1.457 1.631  -0.009
C: -4.163 -2.126 0.723  0.014
C: -3.776 -2.195 -0.607  -0.004
C: -2.597 -1.586 -0.995  0.047
N: -1.830 -0.923 -0.121  -0.043
H: 3.022 2.582 2.526  0.000
H: 4.708 3.333 0.808  0.000
H: 4.335 2.699 -1.578  0.000
H: 2.315 1.372 -2.164  -0.001
H: -3.590 -1.383 2.684  0.001
H: -5.083 -2.593 1.049  0.000
H: -4.373 -2.716 -1.341  0.000
H: -2.243 -1.622 -2.016  0.000
O: -1.412 2.022 -0.541  -0.001
P: -2.246 3.213 -0.051  0.015
C: -2.633 2.981 1.675  0.002
C: -3.770 2.253 2.032  0.006
C: -3.990 1.929 3.359  -0.001
C: -3.077 2.321 4.329  0.005
C: -1.944 3.042 3.979  -0.001
C: -1.718 3.372 2.654  0.005
C: -1.302 4.714 -0.269  0.002
C: -0.282 4.737 -1.218  0.004
C: 0.422 5.909 -1.444  -0.002
C: 0.107 7.056 -0.729  0.000
C: -0.912 7.036 0.215  0.001
C: -1.619 5.868 0.447  -0.001
C: -3.762 3.283 -0.993  0.014
C: -3.933 2.442 -2.088  0.007
C: -5.107 2.502 -2.823  -0.001
C: -6.104 3.399 -2.466  0.000
C: -5.931 4.242 -1.376  0.001
C: -4.762 4.187 -0.637  0.000
H: -4.485 1.951 1.275  0.001
H: -4.876 1.376 3.641  0.000
H: -3.248 2.061 5.365  0.000
H: -1.236 3.344 4.738  0.000
H: -0.827 3.927 2.383  0.001
H: -0.043 3.839 -1.777  -0.008
H: 1.213 5.931 -2.182  0.000
H: 0.657 7.970 -0.907  0.000
H: -1.153 7.930 0.773  0.000
H: -2.405 5.856 1.191  0.000
H: -3.147 1.749 -2.364  -0.014
H: -5.249 1.847 -3.672  0.000
H: -7.020 3.444 -3.039  0.000
H: -6.709 4.941 -1.101  0.000
H: -4.636 4.842 0.217  0.000
C: 0.034 -0.099 -2.457  0.056
C: 0.203 -0.400 -3.651  0.193
C: 0.391 -0.745 -4.980  0.114
C: 1.207 -1.859 -5.314  0.112
C: 1.392 -2.192 -6.631  -0.024
C: 0.767 -1.440 -7.631  0.176
C: -0.041 -0.340 -7.319  -0.023
C: -0.229 0.015 -6.009  0.112
H: 1.670 -2.428 -4.520  0.001
H: 2.015 -3.033 -6.900  0.001
H: 0.909 -1.715 -8.668  0.004
H: -0.511 0.224 -8.112  0.002
H: -0.841 0.864 -5.738  0.003

---

(2)
A 2-piece molecular cluster, C3H5NO2 overall. Source: the OMol25 dataset; level of theory: the ωB97M-V functional and the def2-TZVPD basis.

Results
maximum force: 0.3 eV/Å
multiplicity: 1
HOMO level: -9.7 eV
charge: 0
relative energy (zero: lowest compared OMol25 entry of this formula, charge and spin): 101.2 kcal per mole
lowest unoccupied orbital energy: 0.007 Ha
gap between HOMO and LUMO: 9.93 eV

Each line ends with the natural charge from an NBO analysis.
Geometry (Å):
N: 2.111 1.285 0.180  -0.679
C: 1.145 0.499 0.225  0.750
O: 0.031 0.787 1.052  -0.460
C: -0.901 -0.130 1.015  0.307
C: -0.346 -1.163 0.071  -0.261
O: 0.919 -0.669 -0.388  -0.483
H: 2.829 0.931 -0.446  0.366
H: -2.208 1.027 -1.127  -0.009
H: -2.366 0.876 -0.415  0.006
H: -0.212 -2.103 0.618  0.230
H: -1.003 -1.339 -0.786  0.234

---

(3)
H18O9Y as an isolated structure at a distorted geometry. Source: the OMol25 dataset; level of theory: the ωB97M-V functional and the def2-TZVPD basis.

Results
maximum force: 4.0 eV/Å
multiplicity: 1
HOMO level: -22.4 eV
charge: +3
relative energy (zero: lowest compared OMol25 entry of this formula, charge and spin): 25.2 kcal per mole
lowest unoccupied orbital energy: -0.365 Ha
gap between HOMO and LUMO: 12.47 eV

Each line ends with the natural charge from an NBO analysis.
Geometry (Å):
Y: 0.075 -0.028 -0.052  2.138
O: 0.042 -2.332 -0.549  -0.958
H: -0.231 -2.779 -1.350  0.536
H: 0.544 -3.069 -0.209  0.525
O: 1.650 0.484 -1.653  -0.970
H: 2.193 1.261 -1.536  0.532
H: 2.101 -0.074 -2.305  0.544
O: 1.316 1.622 1.090  -0.939
H: 1.136 2.533 1.215  0.523
H: 2.194 1.698 1.325  0.521
O: -0.784 1.865 -1.045  -0.976
H: -1.682 2.164 -1.256  0.544
H: -0.176 2.367 -1.632  0.539
O: 2.113 -0.907 0.681  -0.962
H: 2.093 -1.435 1.465  0.519
H: 2.959 -1.285 0.345  0.543
O: -0.272 -0.984 2.075  -0.974
H: -0.381 -1.910 2.283  0.527
H: -0.353 -0.673 2.999  0.545
O: -2.221 -0.587 0.078  -0.977
H: -2.877 -0.086 -0.497  0.532
H: -2.731 -1.303 0.461  0.545
O: -1.356 1.698 1.733  -0.954
H: -0.998 2.266 2.418  0.515
H: -1.918 1.018 2.155  0.503
O: -0.681 -0.533 -2.379  -0.968
H: -1.489 -0.103 -2.684  0.520
H: -0.267 -0.886 -3.175  0.530

---

(4)
A 7-piece molecular cluster, C37H37F20N4O18S3 overall at a distorted geometry. Source: the OMol25 dataset; level of theory: the ωB97M-V functional and the def2-TZVPD basis.

Results
maximum force: 2.0 eV/Å
multiplicity: 1
HOMO level: -10.4 eV
charge: +1
lowest unoccupied orbital energy: -0.135 Ha
gap between HOMO and LUMO: 6.77 eV

Each line ends with the Löwdin charge.
Geometry (Å):
C: 2.205 1.001 0.255  0.011
C: 1.072 -0.014 0.530  -0.289
F: -0.119 0.669 0.601  0.030
C: 1.031 -1.055 -0.553  -0.016
C: 0.497 -0.841 -1.809  -0.088
C: -0.182 0.432 -2.219  -0.093
C: -1.664 0.309 -1.750  -0.226
C: -2.257 1.630 -1.282  -0.429
S: -4.039 1.653 -1.681  0.961
C: -4.572 3.296 -1.445  -1.138
S: -6.045 3.725 -1.899  0.744
N: -3.630 4.173 -0.864  -0.151
C: -2.689 4.821 -1.599  -0.106
C: -1.979 5.579 -0.744  -0.116
N: -2.475 5.390 0.518  0.078
C: -3.442 4.557 0.438  -0.178
C: 0.538 -1.860 -2.774  -0.001
N: 1.023 -3.035 -2.512  0.141
N: 1.465 -3.203 -1.304  0.100
C: 1.541 -2.339 -0.308  -0.090
C: 2.121 -2.792 0.990  -0.072
C: 3.390 -2.015 1.399  -0.031
C: 3.549 -1.818 2.895  -0.435
F: 2.363 -1.312 3.349  0.114
F: 4.468 -0.873 3.127  0.155
C: 3.790 -3.074 3.761  -0.354
F: 2.867 -4.006 3.510  0.169
F: 3.589 -2.680 5.037  0.164
C: 5.227 -3.703 3.795  -0.361
F: 5.127 -4.675 4.721  0.163
F: 6.076 -2.805 4.289  0.167
C: 5.703 -4.420 2.483  -0.408
F: 4.658 -4.649 1.676  0.123
F: 6.165 -5.619 2.813  0.147
S: 7.082 -3.558 1.486  0.755
F: 6.211 -3.592 0.158  -0.137
F: 6.478 -2.150 1.848  -0.115
F: 7.993 -3.575 2.760  -0.093
F: 7.679 -4.955 1.058  -0.112
F: 8.219 -2.837 0.694  -0.086
H: 2.941 0.579 -0.423  0.094
H: 1.829 1.896 -0.226  0.077
H: 2.702 1.304 1.170  0.096
H: 1.268 -0.442 1.504  0.129
H: -0.188 0.481 -3.303  0.124
H: 0.293 1.308 -1.805  0.113
H: -2.281 -0.151 -2.516  0.108
H: -1.672 -0.381 -0.912  0.084
H: -2.180 1.767 -0.212  0.068
H: -1.766 2.477 -1.751  0.071
H: -2.617 4.677 -2.656  0.094
H: -1.156 6.207 -1.024  0.099
H: -4.019 4.205 1.271  0.129
H: 0.127 -1.660 -3.749  0.142
H: 1.807 -4.141 -1.110  0.169
H: 1.343 -2.792 1.747  0.147
H: 2.412 -3.835 0.874  0.085
H: 4.248 -2.460 0.912  0.108
H: 3.318 -1.013 0.995  0.102
C: -3.606 0.518 2.762  -0.042
C: -5.041 0.100 2.545  -0.306
O: -4.996 -0.504 1.260  0.132
C: -3.740 -1.002 1.104  -0.565
O: -3.419 -1.781 0.269  0.163
O: -2.895 -0.490 2.033  0.059
F: -5.872 1.166 2.504  0.086
H: -3.400 1.498 2.329  0.137
H: -3.313 0.519 3.809  0.143
H: -5.419 -0.622 3.271  0.176
C: -2.235 6.266 -6.743  -0.037
C: -3.557 5.626 -6.386  -0.302
O: -3.144 4.431 -5.728  0.143
C: -1.937 4.676 -5.174  -0.564
O: -1.427 3.991 -4.342  0.138
O: -1.390 5.806 -5.674  0.073
F: -4.274 5.304 -7.482  0.091
H: -1.851 5.897 -7.694  0.147
H: -2.276 7.351 -6.767  0.143
H: -4.179 6.212 -5.708  0.178
C: 3.089 6.179 -3.498  -0.043
C: 2.800 4.788 -4.008  -0.307
O: 3.275 3.972 -2.949  0.126
C: 3.167 4.701 -1.801  -0.553
O: 3.240 4.244 -0.712  0.173
O: 2.965 6.007 -2.081  0.081
F: 3.499 4.505 -5.137  0.077
H: 4.106 6.495 -3.739  0.148
H: 2.385 6.922 -3.862  0.141
H: 1.747 4.578 -4.175  0.165
C: 1.390 -7.896 3.747  -0.023
C: 1.617 -8.785 2.547  -0.295
O: 1.185 -7.951 1.472  0.124
C: 1.376 -6.669 1.861  -0.539
O: 1.362 -5.732 1.122  0.146
O: 1.592 -6.588 3.183  0.078
F: 0.852 -9.893 2.582  0.097
H: 0.369 -7.975 4.122  0.151
H: 2.086 -8.083 4.559  0.147
H: 2.657 -9.071 2.382  0.179
C: -5.172 7.846 4.614  -0.053
C: -4.017 6.880 4.489  -0.315
O: -4.196 6.358 3.188  0.108
C: -4.828 7.320 2.447  -0.545
O: -4.904 7.318 1.270  0.184
O: -5.348 8.274 3.261  0.075
F: -4.102 5.867 5.390  0.069
H: -6.078 7.347 4.961  0.145
H: -4.956 8.690 5.264  0.140
H: -3.030 7.340 4.561  0.175
C: -0.979 -7.632 -1.084  -0.051
C: -1.145 -6.150 -1.323  -0.308
O: -2.051 -6.108 -2.399  0.131
C: -2.824 -7.240 -2.324  -0.536
O: -3.835 -7.402 -2.908  0.205
O: -2.259 -8.136 -1.474  0.081
F: 0.022 -5.554 -1.713  0.043
H: -0.207 -8.059 -1.726  0.152
H: -0.763 -7.880 -0.052  0.121
H: -1.559 -5.597 -0.477  0.175

---

(5)
A 7-piece molecular cluster, C49H68BN6O4 overall at a distorted geometry. Source: the OMol25 dataset; level of theory: the ωB97M-V functional and the def2-TZVPD basis.

Results
maximum force: 3.5 eV/Å
multiplicity: 1
HOMO level: -3.7 eV
charge: -1
lowest unoccupied orbital energy: 0.068 Ha
gap between HOMO and LUMO: 5.56 eV

Each line ends with the Löwdin charge.
Geometry (Å):
C: -3.017 1.295 0.147  -0.104
C: -3.509 -0.137 -0.105  -0.266
C: -2.594 -0.924 -1.074  -0.215
C: -2.547 -0.205 -2.420  -0.236
C: -1.811 -0.988 -3.509  -0.197
C: -2.036 -0.495 -4.955  -0.200
C: -2.330 1.007 -5.125  -0.214
C: -1.061 1.898 -5.112  -0.189
C: -0.815 2.646 -3.782  -0.209
C: 0.488 2.198 -3.098  -0.211
C: 0.955 3.165 -1.992  -0.186
C: 2.066 4.120 -2.498  -0.234
C: 3.195 4.355 -1.472  -0.120
B: 4.104 3.068 -1.113  -0.773
O: 3.525 1.956 -0.312  -0.045
C: 4.551 1.039 -0.336  -0.197
C: 5.452 1.253 -1.644  -0.436
C: 5.238 0.190 -2.740  -0.171
C: 3.933 0.378 -3.511  -0.085
C: 6.936 1.447 -1.232  -0.013
C: 7.867 0.284 -1.523  -0.564
O: 8.915 0.457 -2.009  0.122
O: 7.514 -0.987 -1.226  0.089
O: 4.916 2.443 -2.163  -0.020
H: -3.642 1.826 0.862  0.064
H: -1.966 1.282 0.441  0.079
H: -3.074 1.866 -0.779  0.056
H: -3.652 -0.669 0.842  0.068
H: -4.468 -0.040 -0.626  0.096
H: -3.011 -1.931 -1.160  0.104
H: -1.606 -1.001 -0.612  0.115
H: -2.011 0.731 -2.287  0.075
H: -3.578 0.016 -2.710  0.118
H: -2.200 -2.013 -3.463  0.100
H: -0.756 -1.069 -3.246  0.108
H: -1.102 -0.676 -5.493  0.099
H: -2.793 -1.077 -5.483  0.096
H: -2.746 1.119 -6.132  0.095
H: -3.093 1.396 -4.452  0.095
H: -0.189 1.347 -5.460  0.104
H: -1.236 2.667 -5.869  0.094
H: -1.666 2.627 -3.101  0.091
H: -0.649 3.700 -4.029  0.104
H: 1.254 2.110 -3.866  0.094
H: 0.320 1.195 -2.681  0.098
H: 1.267 2.637 -1.092  0.098
H: 0.088 3.772 -1.708  0.099
H: 1.580 5.091 -2.669  0.084
H: 2.452 3.812 -3.467  0.081
H: 2.777 4.805 -0.566  0.091
H: 3.869 5.109 -1.899  0.073
H: 4.963 3.553 -0.316  0.107
H: 4.144 0.007 -0.386  0.114
H: 5.155 1.053 0.586  0.107
H: 6.050 0.187 -3.472  0.119
H: 5.211 -0.792 -2.258  0.099
H: 3.933 1.304 -4.072  0.072
H: 3.899 -0.421 -4.264  0.067
H: 3.056 0.275 -2.876  0.076
H: 7.311 2.282 -1.816  0.133
H: 7.059 1.711 -0.180  0.123
H: 6.787 -1.004 -0.584  0.112
N: -3.887 -1.665 3.108  0.045
C: -2.990 -2.282 3.877  -0.151
C: -3.296 -3.337 4.724  -0.077
C: -4.609 -3.774 4.779  -0.077
C: -5.558 -3.146 3.988  -0.071
C: -5.145 -2.103 3.173  -0.156
H: -1.977 -1.902 3.801  0.104
H: -2.526 -3.802 5.325  0.095
H: -4.890 -4.594 5.429  0.105
H: -6.594 -3.455 3.999  0.100
H: -5.854 -1.584 2.534  0.097
N: -4.616 2.202 4.650  0.064
C: -5.223 3.012 5.516  -0.162
C: -5.944 2.567 6.614  -0.085
C: -6.043 1.201 6.824  -0.091
C: -5.420 0.342 5.935  -0.068
C: -4.720 0.889 4.869  -0.140
H: -5.122 4.073 5.311  0.101
H: -6.415 3.273 7.286  0.096
H: -6.598 0.813 7.670  0.100
H: -5.474 -0.732 6.062  0.094
H: -4.216 0.248 4.151  0.075
N: -8.581 -1.759 1.807  0.055
C: -8.282 -2.630 0.844  -0.154
C: -9.088 -2.866 -0.259  -0.071
C: -10.275 -2.161 -0.366  -0.083
C: -10.604 -1.252 0.626  -0.076
C: -9.725 -1.088 1.685  -0.153
H: -7.344 -3.162 0.970  0.099
H: -8.793 -3.584 -1.012  0.102
H: -10.933 -2.316 -1.212  0.104
H: -11.521 -0.680 0.579  0.099
H: -9.940 -0.385 2.482  0.103
N: 0.452 -5.485 3.134  0.058
C: -0.155 -4.417 3.650  -0.157
C: 0.401 -3.618 4.638  -0.077
C: 1.657 -3.948 5.120  -0.078
C: 2.303 -5.055 4.598  -0.072
C: 1.660 -5.786 3.610  -0.153
H: -1.135 -4.199 3.242  0.087
H: -0.135 -2.758 5.019  0.092
H: 2.126 -3.350 5.891  0.106
H: 3.285 -5.347 4.946  0.090
H: 2.130 -6.658 3.169  0.101
N: 6.095 -5.761 3.245  0.057
C: 6.996 -4.785 3.340  -0.147
C: 7.939 -4.699 4.354  -0.072
C: 7.946 -5.682 5.327  -0.088
C: 7.017 -6.707 5.249  -0.082
C: 6.119 -6.700 4.193  -0.170
H: 6.953 -4.035 2.558  0.106
H: 8.648 -3.882 4.377  0.102
H: 8.665 -5.652 6.136  0.103
H: 6.989 -7.495 5.990  0.098
H: 5.376 -7.484 4.089  0.100
N: 3.238 5.940 -4.959  0.080
C: 2.570 6.131 -6.094  -0.149
C: 3.119 6.720 -7.223  -0.086
C: 4.439 7.138 -7.167  -0.098
C: 5.151 6.948 -5.994  -0.076
C: 4.505 6.345 -4.924  -0.132
H: 1.539 5.790 -6.089  0.103
H: 2.528 6.848 -8.121  0.094
H: 4.907 7.603 -8.027  0.098
H: 6.184 7.259 -5.909  0.097
H: 5.022 6.171 -3.986  0.108

---

(6)
An isolated molecule of C3H4N2OS at a distorted geometry. Source: the OMol25 dataset; level of theory: the ωB97M-V functional and the def2-TZVPD basis.

Results
maximum force: 2.9 eV/Å
SMILES string: N#C[C@](N)(O)C=S
multiplicity: 1
HOMO level: -9.8 eV
charge: 0
relative energy (zero: lowest compared OMol25 entry of this formula, charge and spin): 52.4 kcal per mole
lowest unoccupied orbital energy: -0.042 Ha
gap between HOMO and LUMO: 8.63 eV

Each line ends with the natural charge from an NBO analysis.
Geometry (Å):
N: -1.255 2.313 1.124  -0.305
C: -0.638 1.394 0.847  0.247
C: -0.052 0.075 0.279  0.262
N: -0.772 -0.237 -0.930  -0.842
O: -0.409 -0.823 1.311  -0.704
C: 1.494 -0.305 -0.071  -0.286
S: 2.152 -0.302 -1.525  0.147
H: -0.208 -0.055 -1.755  0.388
H: -1.671 0.217 -1.016  0.388
H: -0.665 -1.664 0.914  0.492
H: 2.024 -0.614 0.822  0.215

---

no.,E_tot (eV)
1,-62329.771
2,-8773.305
3,-19740.605
4,-168631.908
5,-69724.260
6,-19036.778